# 1
{
  "formula": "C34H70N3O13",
  "method": "ωB97M-V/def2-TZVPD",
  "charge": 1,
  "homo_ev": -10.25,
  "multiplicity": 1,
  "symbols": ["C", "N", "C", "N", "C", "C", "O", "N", "C", "C", "C", "C", "C", "C", "H", "H", "H", "H", "H", "H", "H", "H", "H", "H", "H", "H", "H", "H", "C", "O", "C", "C", "O", "C", "C", "O", "C", "H", "H", "H", "H", "H", "H", "H", "H", "H", "H", "H", "H", "H", "H", "C", "O", "C", "C", "O", "C", "C", "O", "C", "H", "H", "H", "H", "H", "H", "H", "H", "H", "H", "H", "H", "H", "H", "C", "O", "C", "C", "O", "C", "C", "O", "C", "H", "H", "H", "H", "H", "H", "H", "H", "H", "H", "H", "H", "H", "H", "C", "O", "C", "C", "O", "C", "C", "O", "C", "H", "H", "H", "H", "H", "H", "H", "H", "H", "H", "H", "H", "H", "H"],
  "positions_angstrom": [[-1.928, 7.468, 2.583], [-1.231, 6.219, 2.143], [-1.823, 5.025, 2.358], [-1.097, 3.938, 2.831], [-0.461, 4.170, 4.141], [-1.466, 4.547, 5.201], [-1.108, 5.041, 6.215], [-3.100, 4.902, 2.109], [-3.887, 3.710, 2.316], [-3.513, 2.471, 1.818], [-4.318, 1.372, 2.081], [-5.482, 1.524, 2.827], [-5.874, 2.769, 3.299], [-5.065, 3.866, 3.039], [-2.697, 7.259, 3.322], [-1.201, 8.116, 3.055], [-2.369, 7.990, 1.741], [-0.303, 6.213, 2.543], [-0.451, 3.578, 2.139], [-0.026, 3.224, 4.452], [0.360, 4.887, 4.108], [-2.527, 4.322, 4.996], [-3.602, 5.702, 1.751], [-2.607, 2.395, 1.241], [-4.022, 0.406, 1.710], [-6.077, 0.647, 3.028], [-6.790, 2.873, 3.854], [-5.348, 4.846, 3.397], [4.183, 1.467, -1.413], [3.429, 0.602, -0.593], [3.848, -0.747, -0.737], [3.190, -1.622, 0.305], [3.843, -1.603, 1.567], [3.611, -0.462, 2.374], [2.268, -0.476, 3.070], [1.249, -0.012, 2.192], [-0.036, -0.189, 2.732], [4.098, 1.185, -2.469], [3.789, 2.474, -1.286], [5.239, 1.463, -1.121], [4.938, -0.814, -0.632], [3.563, -1.100, -1.737], [3.262, -2.657, -0.035], [2.131, -1.375, 0.405], [3.744, 0.461, 1.804], [4.383, -0.496, 3.145], [2.306, 0.186, 3.947], [2.037, -1.495, 3.402], [-0.258, -1.250, 2.890], [-0.753, 0.214, 2.017], [-0.138, 0.352, 3.683], [-2.084, 8.511, -4.526], [-1.257, 9.194, -3.610], [-1.988, 10.127, -2.834], [-1.122, 10.681, -1.726], [-1.050, 9.833, -0.581], [-0.194, 8.708, -0.699], [1.275, 9.042, -0.553], [1.794, 9.501, -1.781], [3.104, 10.009, -1.646], [-2.583, 9.210, -5.205], [-1.451, 7.845, -5.109], [-2.839, 7.913, -4.002], [-2.873, 9.641, -2.402], [-2.315, 10.951, -3.482], [-1.583, 11.603, -1.369], [-0.125, 10.924, -2.095], [-0.381, 8.161, -1.626], [-0.473, 8.056, 0.135], [1.826, 8.136, -0.253], [1.401, 9.810, 0.222], [3.120, 10.881, -0.984], [3.445, 10.310, -2.633], [3.784, 9.243, -1.254], [-1.248, -1.275, -0.736], [-1.082, -2.564, -1.267], [-0.497, -3.449, -0.325], [-0.534, -4.872, -0.834], [-1.774, -5.525, -0.607], [-2.833, -5.190, -1.497], [-2.720, -5.869, -2.842], [-1.833, -5.154, -3.685], [-1.532, -5.882, -4.855], [-0.288, -0.852, -0.412], [-1.668, -0.643, -1.517], [-1.945, -1.294, 0.115], [-1.037, -3.390, 0.629], [0.548, -3.150, -0.164], [0.199, -5.447, -0.264], [-0.249, -4.915, -1.888], [-2.926, -4.108, -1.612], [-3.739, -5.557, -1.011], [-3.710, -5.905, -3.318], [-2.358, -6.895, -2.699], [-1.008, -6.811, -4.606], [-0.881, -5.270, -5.476], [-2.441, -6.118, -5.420], [5.317, -10.158, 0.602], [4.153, -10.234, -0.187], [3.743, -11.577, -0.388], [2.379, -11.624, -1.040], [1.305, -11.479, -0.122], [1.043, -10.159, 0.331], [0.295, -9.312, -0.673], [1.190, -8.762, -1.628], [0.499, -8.133, -2.679], [6.145, -10.708, 0.141], [5.595, -9.108, 0.683], [5.136, -10.553, 1.609], [3.705, -12.104, 0.573], [4.474, -12.075, -1.041], [2.252, -12.618, -1.472], [2.310, -10.894, -1.849], [1.961, -9.662, 0.652], [0.402, -10.281, 1.206], [-0.211, -8.488, -0.149], [-0.459, -9.927, -1.180], [-0.113, -8.853, -3.238], [1.237, -7.702, -3.354], [-0.142, -7.330, -2.296]]
}



# 2
{
  "formula": "C34H71BBrF3NO17Si",
  "method": "ωB97M-V/def2-TZVPD",
  "e_above_lowest_kcal_mol": 286.4,
  "charge": 1,
  "homo_ev": -10.32,
  "multiplicity": 1,
  "symbols": ["C", "C", "O", "O", "C", "C", "C", "O", "B", "O", "O", "N", "C", "C", "O", "Br", "C", "C", "Si", "C", "C", "C", "C", "C", "O", "C", "C", "O", "C", "O", "C", "F", "F", "F", "H", "H", "H", "H", "H", "H", "H", "H", "H", "H", "H", "H", "H", "H", "H", "H", "H", "H", "H", "H", "H", "H", "H", "H", "H", "H", "H", "H", "H", "H", "H", "C", "O", "C", "C", "O", "C", "H", "H", "H", "H", "H", "H", "H", "H", "H", "H", "C", "O", "C", "C", "O", "C", "H", "H", "H", "H", "H", "H", "H", "H", "H", "H", "C", "O", "C", "C", "O", "C", "H", "H", "H", "H", "H", "H", "H", "H", "H", "H", "C", "O", "C", "C", "O", "C", "H", "H", "H", "H", "H", "H", "H", "H", "H", "H"],
  "positions_angstrom": [[-8.242, -0.044, 3.542], [-6.668, -0.114, 4.014], [-6.385, 0.044, 5.322], [-5.517, -0.388, 3.100], [-4.718, 0.830, 2.894], [-3.712, 0.790, 1.595], [-4.318, 0.248, 0.136], [-3.923, -1.081, -0.344], [-4.667, -2.176, 0.294], [-6.085, -2.192, 0.694], [-3.909, -3.458, 0.520], [-3.844, 1.406, -0.770], [-3.141, 1.029, -2.078], [-1.579, 0.579, -1.907], [-1.076, -0.287, -1.025], [-0.217, 1.383, -3.197], [-3.430, 2.731, -0.096], [-2.379, 3.718, -0.885], [-5.064, 3.811, -0.216], [-5.567, 4.214, -2.054], [-4.837, 5.573, 0.626], [-6.586, 3.014, 0.644], [-2.941, 2.266, 1.437], [-1.275, 2.133, 1.484], [-0.808, 1.090, 2.436], [0.685, 1.110, 2.498], [1.505, -0.323, 2.578], [1.419, 2.226, 2.477], [-3.183, 3.389, 2.626], [-2.538, 3.079, 3.908], [-2.219, 4.282, 4.690], [-0.785, 4.597, 4.446], [-3.143, 5.423, 4.502], [-2.300, 3.865, 6.140], [-8.880, 0.708, 4.201], [-8.374, 0.235, 2.397], [-8.738, -1.109, 3.681], [-5.455, 1.738, 2.922], [-4.024, 0.934, 3.860], [-3.025, -0.146, 1.875], [-5.478, 0.238, -0.009], [-6.614, -1.907, -0.130], [-3.089, -3.275, 1.066], [-4.790, 1.704, -1.159], [-3.690, 0.131, -2.642], [-3.149, 1.920, -2.872], [-2.790, 4.169, -1.891], [-2.157, 4.655, -0.184], [-1.339, 3.244, -1.129], [-5.240, 3.349, -2.809], [-6.751, 4.295, -2.147], [-5.107, 5.238, -2.394], [-5.552, 6.356, 0.085], [-5.161, 5.428, 1.745], [-3.735, 5.962, 0.564], [-7.494, 3.101, -0.123], [-6.453, 1.906, 0.993], [-6.904, 3.696, 1.569], [-0.807, 1.847, 0.450], [-0.900, 3.219, 1.804], [0.704, -1.170, 2.459], [2.058, -0.433, 3.623], [2.309, -0.307, 1.702], [-4.320, 3.596, 2.863], [-2.739, 4.407, 2.189], [3.786, -0.652, -3.112], [4.223, -2.007, -3.124], [4.974, -2.344, -1.952], [4.123, -3.137, -0.960], [3.078, -2.330, -0.408], [1.813, -2.602, -1.000], [3.056, -0.521, -3.914], [3.312, -0.385, -2.163], [4.636, 0.011, -3.300], [5.391, -1.445, -1.483], [5.809, -2.971, -2.278], [4.755, -3.450, -0.123], [3.711, -4.042, -1.425], [1.438, -3.568, -0.647], [1.869, -2.606, -2.093], [1.112, -1.822, -0.692], [10.128, -2.905, 2.192], [10.547, -2.260, 0.995], [9.953, -2.842, -0.170], [8.798, -1.984, -0.689], [7.697, -1.986, 0.225], [7.629, -0.790, 0.994], [10.444, -2.293, 3.040], [9.042, -3.023, 2.234], [10.608, -3.885, 2.270], [9.622, -3.868, 0.030], [10.731, -2.884, -0.939], [8.431, -2.415, -1.626], [9.128, -0.959, -0.899], [7.281, 0.035, 0.366], [8.598, -0.535, 1.435], [6.909, -0.940, 1.803], [7.698, 1.904, -2.273], [8.124, 2.134, -0.934], [9.273, 2.986, -0.871], [8.882, 4.410, -0.475], [8.113, 5.044, -1.503], [6.723, 5.073, -1.198], [6.714, 1.430, -2.243], [7.619, 2.834, -2.842], [8.398, 1.226, -2.771], [9.820, 2.977, -1.821], [9.932, 2.576, -0.099], [9.793, 5.005, -0.352], [8.342, 4.423, 0.480], [6.532, 5.811, -0.412], [6.356, 4.093, -0.881], [6.179, 5.373, -2.098], [-6.083, -8.327, -3.185], [-5.657, -8.097, -1.846], [-4.509, -7.245, -1.783], [-4.899, -5.820, -1.387], [-5.668, -5.186, -2.415], [-7.058, -5.157, -2.110], [-7.068, -8.800, -3.155], [-6.163, -7.396, -3.754], [-5.383, -9.004, -3.683], [-3.961, -7.254, -2.733], [-3.850, -7.655, -1.011], [-3.988, -5.225, -1.264], [-5.439, -5.807, -0.432], [-7.250, -4.420, -1.325], [-7.425, -6.138, -1.793], [-7.602, -4.857, -3.010]]
}



# 3
{
  "formula": "C34H74N6O26",
  "method": "ωB97M-V/def2-TZVPD",
  "charge": 1,
  "homo_ev": [-11.66, -11.66],
  "s2": 0.76,
  "multiplicity": 2,
  "symbols": ["C", "N", "O", "O", "H", "H", "H", "C", "N", "O", "O", "H", "H", "H", "C", "N", "O", "O", "H", "H", "H", "C", "N", "O", "O", "H", "H", "H", "C", "N", "O", "O", "H", "H", "H", "C", "N", "O", "O", "H", "H", "H", "O", "C", "O", "C", "C", "C", "H", "H", "H", "H", "H", "H", "H", "H", "O", "C", "O", "C", "C", "C", "H", "H", "H", "H", "H", "H", "H", "H", "O", "C", "O", "C", "C", "C", "H", "H", "H", "H", "H", "H", "H", "H", "O", "C", "O", "C", "C", "C", "H", "H", "H", "H", "H", "H", "H", "H", "O", "C", "O", "C", "C", "C", "H", "H", "H", "H", "H", "H", "H", "H", "O", "C", "O", "C", "C", "C", "H", "H", "H", "H", "H", "H", "H", "H", "O", "C", "O", "C", "C", "C", "H", "H", "H", "H", "H", "H", "H", "H"],
  "positions_angstrom": [[2.402, -2.839, -5.242], [1.574, -1.873, -6.010], [0.336, -1.861, -5.812], [2.161, -1.061, -6.658], [1.815, -3.631, -4.777], [3.012, -2.216, -4.587], [2.984, -3.425, -5.954], [-3.083, -0.835, -5.704], [-2.721, -1.247, -7.065], [-2.002, -0.503, -7.779], [-3.138, -2.381, -7.412], [-3.456, 0.188, -5.651], [-2.212, -0.976, -5.064], [-3.755, -1.570, -5.261], [-3.629, 2.456, 5.268], [-3.956, 1.986, 3.914], [-3.257, 0.976, 3.605], [-4.783, 2.532, 3.249], [-4.391, 3.132, 5.655], [-2.728, 3.041, 5.079], [-3.391, 1.636, 5.945], [-2.844, -2.230, 4.880], [-2.158, -3.415, 5.356], [-2.481, -4.464, 4.926], [-1.356, -3.234, 6.277], [-3.198, -1.562, 5.665], [-3.698, -2.594, 4.308], [-2.242, -1.741, 4.114], [-3.366, -2.660, -1.334], [-4.454, -3.181, -2.129], [-5.257, -3.941, -1.668], [-4.406, -2.835, -3.317], [-2.794, -3.587, -1.358], [-3.710, -2.490, -0.313], [-2.852, -1.874, -1.887], [4.393, 3.533, 2.680], [4.303, 2.238, 2.011], [3.208, 1.952, 1.583], [5.361, 1.555, 1.830], [4.155, 4.314, 1.958], [5.379, 3.732, 3.100], [3.674, 3.487, 3.497], [0.039, 3.372, 1.657], [-0.529, 3.364, 0.575], [-0.001, 3.326, -0.578], [1.472, 3.305, -0.695], [1.902, 3.025, -2.085], [-2.085, 3.357, 0.434], [1.829, 2.527, -0.020], [1.952, 4.219, -0.344], [2.959, 2.800, -2.224], [1.805, 3.848, -2.794], [1.277, 2.219, -2.469], [-2.653, 4.286, 0.483], [-2.520, 2.606, 1.093], [-2.192, 3.006, -0.593], [5.629, -4.570, -0.965], [5.313, -3.812, -1.877], [4.239, -3.093, -1.975], [3.487, -2.950, -0.802], [2.318, -3.859, -0.651], [6.154, -3.841, -3.065], [3.119, -1.939, -0.974], [4.026, -2.806, 0.134], [2.070, -4.445, -1.536], [1.556, -3.167, -0.293], [2.523, -4.546, 0.169], [5.948, -2.978, -3.698], [5.992, -4.615, -3.815], [7.218, -3.913, -2.839], [-4.486, 1.200, -3.644], [-5.351, 1.772, -2.971], [-5.456, 1.719, -1.681], [-4.816, 0.710, -0.846], [-5.734, 0.565, 0.444], [-6.383, 2.726, -3.555], [-3.831, 1.046, -0.522], [-4.525, -0.219, -1.337], [-6.694, 0.107, 0.207], [-5.897, 1.496, 0.987], [-5.226, -0.161, 1.079], [-6.369, 2.650, -4.642], [-6.003, 3.718, -3.311], [-7.333, 2.701, -3.022], [-1.539, 0.096, -1.252], [-0.330, -0.109, -1.309], [0.538, -0.203, -0.282], [-0.024, 0.180, 0.989], [-0.614, -0.939, 1.910], [0.404, -0.415, -2.631], [-0.820, 0.897, 0.787], [0.810, 0.692, 1.470], [-0.798, -0.586, 2.924], [-0.063, -1.880, 1.890], [-1.587, -1.175, 1.478], [1.480, -0.259, -2.547], [-0.001, -0.235, -3.627], [0.217, -1.486, -2.698], [1.638, 0.029, 7.143], [1.454, 0.669, 6.108], [2.191, 1.690, 5.607], [3.294, 2.228, 6.376], [4.486, 1.277, 6.452], [0.235, 0.447, 5.263], [3.044, 2.284, 7.435], [3.624, 3.227, 6.093], [5.256, 1.959, 6.813], [4.846, 0.970, 5.471], [4.204, 0.446, 7.099], [-0.510, 1.105, 5.710], [-0.025, -0.608, 5.348], [0.493, 0.821, 4.272], [-0.545, 4.079, -4.581], [-1.287, 3.102, -4.597], [-1.634, 2.258, -5.629], [-1.059, 2.445, -6.987], [0.186, 1.600, -7.230], [-1.895, 2.528, -3.302], [-0.689, 3.465, -7.094], [-1.737, 2.267, -7.822], [0.992, 1.736, -6.509], [0.783, 1.972, -8.062], [0.034, 0.524, -7.314], [-2.922, 2.865, -3.160], [-1.221, 2.715, -2.466], [-1.966, 1.440, -3.322], [1.307, -3.365, 3.797], [1.957, -2.803, 4.686], [2.677, -1.617, 4.546], [3.119, -1.228, 3.235], [4.547, -1.583, 2.882], [2.189, -3.354, 6.083], [3.137, -0.139, 3.199], [2.448, -1.484, 2.416], [4.842, -1.313, 1.868], [4.547, -2.666, 3.011], [5.298, -1.176, 3.559], [1.290, -3.781, 6.528], [2.776, -2.605, 6.615], [2.740, -4.291, 6.000]]
}



| no. | E_tot (Ha) |
| --- | --- |
| 1 | -2479.39509 |
| 2 | -5859.15135 |
| 3 | -3623.65857 |